(1)
Below is an isolated molecule of C4H9NO2, with properties calculated with the ωB97M-V functional and the def2-TZVPD basis.

XYZ file:
```
16
Properties=species:S:1:pos:R:3:nbo_charge:R:1
C 0.15675 -0.76906 -0.28678 -0.213
N -1.17757 -0.94990 0.29483 -0.638
C -2.26758 -0.31631 -0.15916 0.871
O -1.94796 0.64135 -1.09821 -0.712
O -3.42546 -0.58920 0.04989 -0.637
C 0.76139 0.61962 -0.01536 -0.415
C 2.18628 0.51989 0.50329 -0.612
H 0.15608 -1.07171 -1.33214 0.209
H 0.83139 -1.46041 0.22104 0.198
H -1.14973 -1.43055 1.17468 0.412
H -2.78612 1.12022 -1.15307 0.500
H 0.76108 1.23766 -0.90876 0.213
H 0.12270 1.11102 0.71268 0.208
H 2.20593 0.14235 1.52941 0.199
H 2.78707 1.42414 0.49416 0.217
H 2.78575 -0.22911 -0.02648 0.200
```

**Relative energy (zero: lowest compared OMol25 entry of this formula, charge and spin)**: 0.528 eV
**Kohn-Sham gap**: 0.3936 hartree
**Total energy**: -363.0661 Ha
**2S+1**: 1
**SMILES**: CCCNC(=O)O
**Total charge**: 0
**Largest force on an atom**: 0.031 Eh/bohr

(2)
Below is an isolated molecule of C6H14O, with properties calculated with the ωB97M-V functional and the def2-TZVPD basis.

XYZ file:
```
21
Properties=species:S:1:pos:R:3:nbo_charge:R:1
C 0.59534 1.69610 -0.88797 -0.608
C 0.74467 0.18297 -1.00641 -0.217
C 0.52689 -0.24673 -2.46576 -0.600
C -0.31989 -0.46857 -0.10121 -0.414
C -0.34405 -0.20127 1.41542 0.106
C -1.07352 -1.30931 2.16758 -0.624
O 0.91646 0.11184 1.98272 -0.718
H 1.28529 2.22896 -1.54909 0.207
H 0.77208 2.02103 0.14162 0.217
H -0.42917 1.97437 -1.17042 0.192
H 1.77506 -0.08939 -0.73014 0.208
H 1.20398 0.29005 -3.14312 0.208
H -0.49882 -0.01600 -2.78019 0.198
H 0.69157 -1.32004 -2.62180 0.207
H -0.47681 -1.52477 -0.36507 0.204
H -1.25698 0.03810 -0.33187 0.200
H -0.98535 0.68224 1.51966 0.141
H -0.50917 -2.24793 2.22192 0.214
H -2.03495 -1.51000 1.67842 0.211
H -1.27870 -0.95491 3.18307 0.201
H 0.69704 0.56503 2.80831 0.465
```

**Relative energy (zero: lowest compared OMol25 entry of this formula, charge and spin)**: 0.558 eV
**Kohn-Sham gap**: 0.4038 hartree
**Total energy**: -312.2345 Ha
**2S+1**: 1
**SMILES**: CC(C)C[C@@H](C)O
**Total charge**: 0
**Largest force on an atom**: 0.017 Eh/bohr

(3)
Below is a structure of composition C37H37AsIrN7S2, with properties calculated with the ωB97M-V functional and the def2-TZVPD basis.

XYZ file:
```
85
Properties=species:S:1:pos:R:3:lowdin_spin:R:1
Ir 0.91022 0.38728 -0.97162 0.032
S 7.92725 -1.34447 -2.62072 0.000
N 6.71640 -2.26385 -2.10063 0.000
C 5.66620 -1.47012 -1.96117 0.000
C 4.35281 -1.88926 -1.51480 0.001
C 4.00306 -3.19126 -1.13629 0.001
C 2.72016 -3.44142 -0.69597 0.000
C 1.78189 -2.41764 -0.67114 0.001
N 2.09968 -1.18021 -1.06990 -0.001
C 3.37916 -0.90174 -1.45394 0.000
C 3.66241 0.47956 -1.76020 0.001
N 2.62425 1.33058 -1.58079 0.000
C 2.79370 2.62026 -1.85661 0.002
C 4.01739 3.11730 -2.30303 0.000
C 5.08615 2.26333 -2.46753 0.002
C 4.91415 0.90071 -2.18890 0.000
C 5.93671 -0.11929 -2.29697 0.000
N 7.18689 0.07922 -2.68418 0.000
H 4.74770 -3.97629 -1.17911 0.000
H 2.42257 -4.42677 -0.36763 0.000
H 0.77607 -2.57738 -0.30975 0.001
H 1.93696 3.26714 -1.72063 0.000
H 4.11071 4.17340 -2.51204 0.000
H 6.04928 2.62413 -2.80537 0.000
C 0.54000 2.47296 2.30498 0.000
C -0.90486 2.84083 2.50438 0.000
C -1.28144 4.02460 3.12808 0.000
C -2.62054 4.35232 3.30105 0.000
C -3.61851 3.49978 2.85519 0.000
C -3.27222 2.30770 2.23469 0.000
C -1.92989 2.00054 2.06889 0.001
N -1.56658 0.75928 1.42458 0.004
C -1.48609 0.64785 0.13429 0.025
N -1.74076 1.64724 -0.71585 0.008
C -1.30762 1.66303 -2.09572 0.003
C -0.12576 1.02521 -2.51854 0.000
C 0.25849 1.06655 -3.84632 0.003
C -0.50993 1.78384 -4.75260 0.000
C -1.64498 2.45464 -4.32387 0.003
C -2.06593 2.41027 -2.99740 -0.001
C -3.30812 3.12917 -2.54660 0.000
N -0.91313 -0.48207 -0.47692 0.282
C -1.64154 -1.39774 -1.15338 0.120
C -0.99139 -2.08156 -2.23127 0.102
C -1.66348 -2.96170 -3.02288 0.022
C -3.02128 -3.21992 -2.76961 0.213
C -3.66500 -2.60182 -1.69984 -0.001
C -3.02199 -1.71573 -0.86206 0.131
C -3.75967 -1.18708 0.32991 0.017
H 1.19378 3.22885 2.73414 0.000
H 0.78645 2.39618 1.23761 0.000
H 0.77991 1.51157 2.76449 0.000
H -0.51461 4.69913 3.48720 0.000
H -2.88480 5.27858 3.79302 0.000
H -4.65967 3.75234 3.00051 0.000
H -4.03590 1.61411 1.90542 0.000
H -1.21751 -0.06054 1.96729 0.000
H -2.13161 2.50158 -0.33068 0.002
H 1.15007 0.54394 -4.17026 0.000
H -0.21788 1.82380 -5.79317 0.000
H -2.23228 3.01972 -5.03586 0.000
H -3.80208 3.60110 -3.39210 0.000
H -3.08106 3.92190 -1.82759 0.000
H -4.02177 2.44486 -2.08362 0.000
H 0.03251 -1.82506 -2.45875 0.002
H -1.16572 -3.44141 -3.85423 -0.002
H -3.56832 -3.90909 -3.39912 0.009
H -4.70009 -2.84589 -1.49949 -0.003
H -4.69305 -1.73246 0.44817 0.000
H -4.01691 -0.13103 0.21584 0.008
H -3.17689 -1.31081 1.24220 0.004
C -1.00619 -4.39419 4.26895 0.000
As -0.26207 -2.62664 4.29140 0.002
C -1.41531 -1.53862 5.37432 0.000
C 1.43343 -2.72944 5.18399 0.001
S -0.05919 -1.84602 2.32196 0.007
H -1.15165 -4.73666 5.29283 0.000
H -0.31879 -5.06014 3.75192 0.000
H -1.95943 -4.37197 3.74575 0.000
H -1.42728 -1.92962 6.39092 0.000
H -2.42178 -1.56461 4.96126 0.000
H -1.04138 -0.51675 5.37865 0.000
H 1.27332 -2.93134 6.24219 0.000
H 1.95598 -1.78395 5.05955 0.000
H 2.01825 -3.53286 4.74100 0.000
```

**Relative energy (zero: lowest compared OMol25 entry of this formula, charge and spin)**: 1.542 eV
**<S²>**: 0.781
**Kohn-Sham gap (spin up / spin down)**: 0.2294 / 0.1989 hartree
**Total energy**: -4951.0651 Ha
**2S+1**: 2
**Total charge**: +3
**Largest force on an atom**: 0.005 Eh/bohr

(4)
Below is a cluster of 4 separate species, C23H59N2O13P4 in total, with properties calculated with the ωB97M-V functional and the def2-TZVPD basis.

XYZ file:
```
101
Properties=species:S:1:pos:R:3:lowdin_charge:R:1
N 2.13236 0.66087 -0.71173 -0.159
P 1.78664 -0.99955 -0.84906 0.843
O 2.22838 -1.24761 -2.41443 -0.296
C -0.09311 -1.25272 -0.84560 -0.417
C -0.85653 -0.41693 0.19756 -0.181
C -0.83067 1.10499 -0.06982 -0.164
C -0.78299 1.35857 -1.56958 -0.121
N -1.48733 0.26577 -2.31253 0.074
C -0.82917 -1.08415 -2.19014 -0.119
H 2.93972 0.93259 -1.26195 0.060
H 2.29160 0.90528 0.25837 0.025
H 1.86974 -2.08234 -2.74306 0.057
H -0.21646 -2.29936 -0.56595 0.101
H -0.57898 -0.65659 1.22239 0.111
H -1.90901 -0.72202 0.11987 0.117
H 0.04781 1.51848 0.41163 0.070
H -1.69275 1.57821 0.39714 0.124
H -1.33193 2.27591 -1.78492 0.135
H 0.22053 1.49256 -1.96377 0.116
H -2.44867 0.23112 -1.97635 0.183
H -1.53447 0.51230 -3.30311 0.173
H -0.22927 -1.29021 -3.07318 0.115
H -1.64667 -1.80689 -2.20167 0.136
O 4.76471 2.00628 2.74145 -0.235
P 4.92656 3.40669 3.15811 0.433
O 4.83081 3.54820 4.74649 -0.168
C 5.17423 2.47442 5.63026 -0.265
C 6.62729 2.52532 6.05145 -0.069
O 3.58253 4.17744 2.69197 -0.179
C 2.60227 3.51631 1.91330 -0.297
C 1.49512 2.96894 2.79220 -0.059
O 5.84065 4.63675 2.78228 -0.156
C 7.21526 4.70624 3.21055 -0.247
C 8.06540 3.60457 2.61446 -0.076
H 4.93924 1.50800 5.18206 0.108
H 4.53394 2.58670 6.50518 0.121
H 7.28951 2.43481 5.18811 0.062
H 6.85082 1.71006 6.73937 0.084
H 6.85419 3.46825 6.55040 0.083
H 3.05668 2.72764 1.31122 0.080
H 2.19582 4.25750 1.22140 0.121
H 1.88591 2.29623 3.55659 0.081
H 0.75538 2.42650 2.19884 0.046
H 0.98673 3.78027 3.31344 0.085
H 7.26109 4.70874 4.30090 0.105
H 7.57924 5.67664 2.87903 0.124
H 7.68434 2.61616 2.88599 0.064
H 9.09332 3.68574 2.96624 0.087
H 8.06322 3.66618 1.52606 0.085
O -1.36959 -5.49489 4.96379 -0.219
P -1.17874 -4.06259 5.21540 0.427
O -0.39920 -3.82009 6.59260 -0.171
C 0.48394 -4.80243 7.14489 -0.264
C 1.91444 -4.60516 6.68934 -0.072
O -2.62030 -3.43917 5.54660 -0.190
C -3.81663 -4.21513 5.43801 -0.282
C -4.21327 -4.78589 6.78174 -0.071
O -0.74226 -2.77180 4.39266 -0.169
C 0.62240 -2.56678 4.00314 -0.264
C 1.11904 -3.62138 3.03568 -0.077
H 0.14335 -5.81132 6.90975 0.111
H 0.42430 -4.68799 8.22712 0.121
H 1.99663 -4.69620 5.60415 0.060
H 2.56338 -5.35367 7.14368 0.084
H 2.27966 -3.61642 6.97167 0.081
H -3.70269 -5.00294 4.69433 0.104
H -4.59089 -3.53567 5.07765 0.115
H -3.40959 -5.39334 7.19888 0.077
H -5.10754 -5.40314 6.68939 0.079
H -4.41612 -3.98217 7.49051 0.078
H 1.25859 -2.49926 4.88759 0.105
H 0.65018 -1.58656 3.52584 0.108
H 1.05316 -4.62422 3.46408 0.067
H 2.15732 -3.42826 2.76588 0.085
H 0.51359 -3.61606 2.12748 0.070
O -3.16142 1.42928 -9.01888 -0.213
P -3.85096 0.67382 -7.97008 0.432
O -5.08354 1.50115 -7.37512 -0.177
C -5.77672 2.48817 -8.15305 -0.262
C -6.95871 1.90226 -8.89454 -0.069
O -2.84897 0.65366 -6.69300 -0.207
C -1.52901 1.17734 -6.78813 -0.297
C -1.48673 2.60284 -6.27870 -0.071
O -4.31512 -0.81439 -7.70850 -0.166
C -5.46325 -1.36151 -8.39007 -0.250
C -5.26494 -1.44013 -9.88866 -0.074
H -5.09819 2.98631 -8.84620 0.111
H -6.12293 3.24179 -7.44581 0.119
H -6.63805 1.12978 -9.59615 0.062
H -7.47503 2.67975 -9.45694 0.085
H -7.66896 1.45073 -8.20042 0.082
H -1.14398 1.10803 -7.80388 0.111
H -0.89462 0.54217 -6.16011 0.104
H -2.17653 3.24743 -6.82204 0.082
H -0.48241 3.01917 -6.36833 0.081
H -1.78770 2.63476 -5.22657 0.059
H -6.35395 -0.78757 -8.12876 0.104
H -5.60212 -2.36067 -7.98130 0.121
H -5.06523 -0.45401 -10.31656 0.066
H -6.15344 -1.84967 -10.36798 0.088
H -4.41370 -2.07683 -10.12952 0.086
```

**Kohn-Sham gap**: 0.3003 hartree
**Total energy**: -3364.8667 Ha
**2S+1**: 1
**Total charge**: +1
**Largest force on an atom**: 0.085 Eh/bohr